Entry 1:
Density functional theory data (ωB97M-V with the def2-TZVPD basis set) for a cluster of 6 separate species, C16H31O18 in total.

CARTESIAN COORDINATES (ANGSTROEM)
O 1.32748 0.35869 -1.40935
O 5.48428 1.61260 3.73673
O -2.73078 0.47023 3.39472
O -1.47686 0.48734 -4.42596
O 1.12410 -5.33271 0.19261
O 1.67563 -6.32932 -1.76651
O -3.06138 -0.76525 -4.24619
O -3.49570 -1.54834 4.22330
O 4.27893 1.16372 1.80032
O -4.82989 0.38128 3.88224
O -0.32208 0.14734 -0.08389
O 0.78486 -4.28671 -1.80160
O 1.20025 5.20660 -2.79979
O -0.16084 3.94323 -1.44839
O -2.13510 -0.02970 -2.26829
O 2.16877 3.98389 -1.18175
O 1.64272 0.90754 0.69769
O 3.35926 0.93937 4.01959
C -0.43586 3.53522 -0.09313
C -2.21155 -0.09983 -3.49916
C 0.22993 -3.15779 -1.22404
C 1.18393 4.31868 -1.78980
C -3.71583 -0.38539 3.80427
C 0.45834 4.97323 -4.02808
C -4.07545 -1.50970 -3.59415
C 1.92521 -7.72129 -1.28576
C 6.67997 1.94552 3.07558
C 1.17821 -5.36081 -1.01216
C 4.33870 1.24384 3.07167
C 2.18188 0.34675 3.65238
C -1.38487 -0.01749 3.12855
C 0.92988 0.40141 -0.22260
C -0.73819 1.71185 -4.18685
C -6.07373 -0.16958 4.32505
H -0.59365 4.75738 -3.84147
H -0.81892 -0.22445 4.03683
H -0.98138 4.32151 0.42864
H 1.72329 -8.46739 -2.05428
H -0.74219 0.71251 2.63644
H 7.35788 1.14460 3.37065
H -0.06930 1.65086 -3.32839
H -6.52411 -0.89985 3.65276
H 0.15872 -2.35554 -1.95848
H -1.46796 -0.96000 2.58737
H 0.54054 5.89866 -4.59812
H 1.88970 -0.15444 4.57517
H 7.03805 2.85422 3.55949
H 0.42325 3.09948 0.41691
H 1.30689 -7.93962 -0.41507
H -6.68896 0.72943 4.28807
H -5.88642 -0.58932 5.31340
H 1.01305 4.25195 -4.62819
H 0.74697 -2.82295 -0.32479
H -4.57345 -0.94416 -2.80658
H -1.50734 2.46461 -4.01405
H -4.76510 -1.81294 -4.38189
H -1.16523 2.72669 -0.04411
H 6.62809 2.01655 1.98913
H 1.40508 0.97382 3.21481
H 2.36588 -0.43139 2.91161
H -0.82596 -3.21354 -0.95929
H -0.47432 -0.04554 -1.01191
H -0.20021 2.09961 -5.05190
H 2.99066 -7.83607 -1.08635
H -3.60778 -2.36908 -3.11367

Computed properties:
Kohn-Sham gap = 6.461 eV
multiplicity = 1
net charge = -1
F_max = 7.02 eV/Å
LUMO = 2.487 eV

Mulliken population analysis, charges in e, atoms 1 to 8:
1. O -0.805
2. O -0.327
3. O -0.279
4. O -0.348
5. O -0.553
6. O -0.328
7. O -0.332
8. O -0.587

---

Entry 2:
Density functional theory data (ωB97M-V with the def2-TZVPD basis set) for a structure of composition C24H37N3OP2Tb.

CARTESIAN COORDINATES (ANGSTROEM)
Tb 0.53379 -0.72373 0.63072
P -0.33571 1.83567 -0.52819
P -2.26028 -0.55262 0.93826
O 2.59118 -0.50949 1.18476
N 4.65913 -0.10995 1.92419
N 2.76718 -0.16916 3.43824
N -3.06672 0.25959 -2.73277
C -1.90187 0.66156 -3.29321
C 4.97528 -0.28826 0.51784
C -1.27625 1.95192 -3.04391
C 0.23205 1.56976 -4.91698
C -1.06674 -0.28487 -4.02579
C -3.73023 -1.50174 -1.11643
C -1.58965 2.56951 -1.69974
C 5.59928 0.64054 2.74057
C -3.45215 -3.83517 -1.77760
C -3.12530 -1.06083 -2.36014
C -1.51971 -1.62828 -4.15613
C -2.31921 -2.05476 -3.05314
C -2.53753 -3.42519 -2.75847
C 1.30250 -0.22385 3.48109
C -4.05863 -2.84920 -0.95255
C -2.67906 0.64707 2.27885
C -2.50677 -2.11818 1.87119
C -3.82565 -0.43262 -0.04739
C 3.47677 -0.23757 4.71688
C 3.34223 -0.25172 2.21158
C -0.40376 3.05276 0.87136
C -0.40326 2.47478 -4.01026
C 1.27655 2.33385 -1.22187
C -0.05503 0.22063 -4.86817
H -0.20250 3.54149 -4.07075
H -0.08842 -2.31903 -0.33717
H 4.42486 0.41845 -0.12266
H 1.37141 1.93012 -2.23451
H 0.90486 -1.22392 3.21140
H 2.10919 1.97733 -0.59140
H 1.30112 3.43090 -1.25712
H 6.17608 0.00031 3.41504
H 0.83431 0.57651 2.86941
H 0.31848 2.73784 1.65632
H 6.04299 -0.14034 0.33627
H -4.79270 -3.14829 -0.19142
H -0.09964 4.03207 0.44550
H 3.60277 0.74686 5.18749
H -3.44387 0.16403 2.92479
H 0.94503 -0.02344 4.49726
H 5.06894 1.41157 3.31134
H -3.06524 1.56432 1.79047
H 0.93402 1.96024 -5.66669
H -1.98222 -4.13275 -3.37582
H -1.60911 3.67971 -1.68658
H -2.40264 -2.94958 1.16005
H -3.72433 0.52400 -0.58159
H -1.76291 0.86845 2.86413
H 4.46771 -0.67623 4.57965
H 2.93227 -0.84328 5.44632
H -1.10230 -2.35134 -4.83929
H -3.51582 -2.08399 2.32095
H -1.72664 -2.19960 2.65237
H 0.44843 -0.50544 -5.50446
H 6.32917 1.14503 2.10555
H 0.37613 -2.57258 0.43706
H 4.71478 -1.30488 0.20398
H -4.73735 -0.49451 0.57980
H -1.43755 3.07275 1.27343
H -3.70642 -4.89899 -1.66736
H -2.54533 2.12580 -1.38456

Computed properties:
Kohn-Sham gap (spin up / spin down) = 6.190 / 4.362 eV
multiplicity = 7
net charge = +1
F_max = 3.26 eV/Å
LUMO (spin up / spin down) = -3.163 / -3.168 eV

Mulliken population analysis, charges in e, atoms 1 to 8:
1. Tb -0.472
2. P 0.964
3. P 1.044
4. O -0.372
5. N 0.152
6. N 0.233
7. N -0.676
8. C 0.245

---

Entry 3:
Density functional theory data (ωB97M-V with the def2-TZVPD basis set) for the molecule C4H6S2.

CARTESIAN COORDINATES (ANGSTROEM)
S 0.53895 2.32060 -1.09721
S 2.23661 -1.75130 -0.63337
C 0.43123 0.53980 -0.64516
C -1.87063 -0.54057 0.47171
C -0.52725 -0.38240 -0.34186
C 1.95332 -0.16573 -0.26066
H -2.01593 -1.60987 0.49214
H -1.31625 -0.41954 1.49464
H -2.66615 0.23935 0.49788
H 0.84522 2.88320 0.07116
H -0.14681 -1.47374 -0.45295
H 2.53768 0.36020 0.40369

Computed properties:
Kohn-Sham gap = 8.123 eV
multiplicity = 1
net charge = 0
F_max = 6.14 eV/Å
SMILES string = C/C=C(\S)C=S
LUMO = -0.418 eV

Mulliken population analysis, charges in e, atoms 1 to 8:
1. S -0.219
2. S -0.229
3. C 0.197
4. C -0.913
5. C -0.047
6. C -0.210
7. H 0.334
8. H 0.245

---

Entry 4:
Density functional theory data (ωB97M-V with the def2-TZVPD basis set) for the molecule C5H10O.

CARTESIAN COORDINATES (ANGSTROEM)
O 0.53080 -2.01333 0.77790
C -1.06196 -0.62439 -0.44808
C -1.06880 0.90971 -0.33213
C 1.19741 0.23270 -0.02452
C 0.41620 -1.07089 -0.28528
C 0.15958 1.21407 0.53074
H -1.61860 -1.08297 0.37533
H -1.51752 -0.97722 -1.37978
H 0.48075 2.25937 0.47573
H -2.00054 1.29989 0.08897
H -0.05571 0.98404 1.58303
H -0.94206 1.36942 -1.32169
H 2.06093 0.06649 0.63265
H 0.78338 -1.57008 -1.18934
H 1.04709 -1.61839 1.48966
H 1.58905 0.62158 -0.97317

Computed properties:
Kohn-Sham gap = 11.080 eV
multiplicity = 1
net charge = 0
F_max = 0.36 eV/Å
SMILES string = OC1CCCC1
LUMO = 1.054 eV

Mulliken population analysis, charges in e, atoms 1 to 8:
1. O -0.548
2. C -0.703
3. C -0.563
4. C -0.923
5. C 0.212
6. C -0.472
7. H 0.268
8. H 0.283

---

Entry 5:
Density functional theory data (ωB97M-V with the def2-TZVPD basis set) for a structure of composition C23H43N2O2P3Sm.

CARTESIAN COORDINATES (ANGSTROEM)
Sm -1.35468 0.62816 -0.87355
P 1.17679 -2.09675 -1.21514
P -1.89891 -2.12951 0.36245
P 1.12642 -0.91424 2.02942
O 0.36775 4.60191 4.99492
O 0.26392 1.53807 -1.98177
N -1.61185 3.75238 5.77907
N -1.04970 1.89098 1.06686
C 0.44003 0.87189 -4.26058
C 2.54151 0.23902 2.16328
C 2.94554 -1.55635 -1.33661
C -1.63943 2.95324 -2.98703
C 0.06945 2.60260 1.35895
C -2.43192 -3.14685 -1.04792
C -3.47563 -1.70980 1.21578
C -2.05327 1.78039 1.98863
C 2.41380 2.74528 -4.52991
C 0.34300 -0.56671 3.67969
C -0.79462 3.06084 3.58389
C 1.92547 -2.54605 2.38639
C -0.59547 3.84310 4.84264
C 0.92008 -2.08383 -3.03525
C 2.06050 2.41212 -3.19319
C -1.97101 2.40482 3.21942
C 0.89927 1.57440 -3.13432
C 1.29805 -3.96460 -1.07442
C 0.21849 3.17619 2.61961
C 1.91670 2.01762 -5.65319
C 0.65339 1.43640 -5.53332
C -2.43525 1.95240 -2.55795
C -1.37907 -3.44131 1.50918
H -0.10051 0.43675 3.68007
H 2.21552 1.18762 2.60661
H 3.54274 -1.84429 -0.46215
H 2.82546 3.71570 -4.80181
H -3.27220 2.07666 -1.81999
H 2.48668 1.96636 -6.60302
H -2.92401 1.20124 1.67931
H -0.47519 -1.28284 3.84677
H 1.07360 -0.64672 4.49780
H -0.05445 1.21777 -6.38650
H -0.15779 -2.15149 -3.24051
H 2.98199 -0.45939 -1.39727
H 3.38906 -1.97598 -2.25223
H 0.34731 -4.41777 -0.76079
H 0.70484 0.05068 -0.21467
H -1.48978 3.17877 -4.02880
H 0.84322 2.70252 0.59145
H -3.22602 -1.35476 2.22792
H 3.38746 -0.17941 2.72860
H -4.12596 -2.58974 1.30408
H -2.31996 3.01787 5.80654
H -4.01844 -0.91678 0.68300
H -2.45552 0.98279 -3.11480
H 1.52968 -4.38129 -2.06371
H -1.48700 4.34746 6.56424
H 2.83599 0.44543 1.12974
H -2.74660 -2.49485 -1.86759
H 1.44754 -2.94023 -3.48172
H 2.07100 -4.31177 -0.37731
H -0.12550 -0.09268 -4.02314
H 2.63262 2.86264 -2.33241
H 1.25792 -3.12134 3.03915
H -1.61482 -3.78830 -1.38641
H -2.15316 -4.21213 1.52721
H -3.28189 -3.77657 -0.77740
H -2.80833 2.39992 3.91398
H -0.44643 -3.91163 1.19939
H 2.08785 -3.13363 1.47094
H 1.11859 3.71982 2.86373
H 1.32764 -1.15189 -3.45996
H 2.88759 -2.41782 2.89879
H -1.29086 -3.02182 2.51868
H -1.30928 3.73933 -2.31187

Computed properties:
Kohn-Sham gap (spin up / spin down) = 3.962 / 3.769 eV
multiplicity = 6
net charge = +3
F_max = 2.97 eV/Å
LUMO (spin up / spin down) = -11.567 / -11.646 eV

Mulliken population analysis, charges in e, atoms 1 to 8:
1. Sm 0.562
2. P 1.320
3. P 1.230
4. P 1.123
5. O -0.560
6. O 0.053
7. N -0.306
8. N -0.006

---

Entry 6:
Density functional theory data (ωB97M-V with the def2-TZVPD basis set) for a structure of composition C32H41N6PdSSi.

CARTESIAN COORDINATES (ANGSTROEM)
Pd -0.08376 0.05549 -0.07775
S -2.88592 3.52478 -1.99626
Si -1.50066 -1.07124 2.03615
N 4.45969 -0.36556 -0.10619
N -1.08187 -1.94023 -0.68070
N 3.99450 1.23427 -1.86570
N 2.18198 -0.11742 -0.94506
N -1.35586 2.08473 -0.50941
N 3.91007 -1.13624 -2.33236
C -3.09630 -0.08141 1.88218
C 4.71016 -1.38314 -1.12987
C -1.34457 4.18853 -1.54769
C -0.69066 -3.11520 3.88249
C -2.50868 -1.74548 4.63381
C 2.50539 -1.14450 -1.96780
C -0.78044 5.41812 -1.87310
C 0.44803 5.73040 -1.32728
C -2.55141 -2.45600 5.82484
C -5.51167 -0.07433 1.67677
C -4.30841 -0.76007 1.73079
C -1.47817 -2.42903 0.65742
C -4.33329 2.00070 1.95220
C -2.68625 -3.68024 -2.25960
C 4.79332 0.94532 -0.67097
C -2.64569 -2.20694 -2.65342
C -0.73115 -3.82893 5.07027
C -1.66614 -3.50153 6.04249
C 0.54337 3.62882 -0.14224
C -3.13073 1.30840 2.00094
C 0.07156 -0.05567 2.02158
C -0.38149 -2.96356 -1.46459
C -2.51392 2.11259 -1.08441
C -1.29473 -4.15247 -1.79831
C 2.59077 1.20206 -1.49892
C -2.18428 -1.34148 -1.47354
C 3.04922 -0.38479 0.23463
C 1.09744 4.85162 -0.45226
C -1.58377 -2.06984 3.64014
C -0.67406 3.27406 -0.72216
C -5.52504 1.31116 1.78454
C 4.25219 0.18867 -2.85704
H 2.79250 -1.36862 0.63394
H -1.39155 -4.79100 -0.91980
H -2.20763 1.86083 2.13406
H 0.47600 -3.31883 -0.89282
H -1.29551 6.10905 -2.52660
H 0.05290 -3.37922 3.13578
H 0.99897 2.94286 0.56301
H 2.85361 0.37990 0.98882
H -3.02173 -1.16111 -0.79774
H -3.20688 -0.93161 4.47313
H -0.74792 -3.17803 0.97181
H 3.65507 0.38305 -3.75021
H -3.63251 -1.86479 -2.96742
H -1.70376 -4.06100 6.96797
H 4.61162 1.71618 0.08057
H -1.97638 -2.07111 -3.50576
H -0.03345 -4.63900 5.24016
H -6.44063 -0.61800 1.56279
H 4.46187 -2.36764 -0.72835
H -3.25099 1.32714 -0.99444
H -1.85417 -0.37914 -1.88115
H -2.45500 -2.93014 0.63548
H -4.34298 3.07921 2.05146
H 0.98795 -0.56743 2.30473
H 2.25445 -2.12704 -1.56795
H 2.03920 5.14746 -0.00980
H -3.27602 -2.19275 6.58473
H 0.90999 6.67871 -1.56630
H -3.03005 -4.27640 -3.10368
H -4.31686 -1.84405 1.66767
H 5.76676 -1.36968 -1.39752
H -6.46386 1.84832 1.74971
H 5.30837 0.20239 -3.12702
H -0.80766 -4.74545 -2.57375
H 2.41651 1.96296 -0.74078
H 1.97920 1.42253 -2.37682
H 5.84947 0.95470 -0.94055
H -3.41584 -3.81037 -1.45625
H -0.00856 -2.50327 -2.38054
H 1.90825 -0.94977 -2.86166
H 0.02077 0.95535 2.42119

Computed properties:
Kohn-Sham gap (spin up / spin down) = 6.784 / 6.755 eV
multiplicity = 1
net charge = +1
F_max = 1.67 eV/Å
LUMO (spin up / spin down) = -4.164 / -3.929 eV

Mulliken population analysis, charges in e, atoms 1 to 8:
1. Pd -0.108
2. S -0.274
3. Si -0.224
4. N 0.169
5. N 0.708
6. N 0.123
7. N 1.361
8. N 0.738

---

Entry 7:
Density functional theory data (ωB97M-V with the def2-TZVPD basis set) for a cluster of 2 separate species, C3H11NS2 in total.

CARTESIAN COORDINATES (ANGSTROEM)
S 1.74590 -0.09837 0.55175
S 3.05785 1.37277 1.33459
N -1.54355 -0.61149 -0.06621
C -2.61903 -0.78108 -1.03892
C -1.27104 -1.84829 0.65601
C 3.49752 2.38091 -0.13840
H 4.56696 2.54578 -0.07661
H -1.84207 0.06810 0.62717
H -0.78975 -1.70115 1.62857
H 3.18894 1.86935 -1.04578
H -3.03615 0.19187 -1.30083
H -0.66761 -2.51032 0.03187
H -2.23600 -2.32763 0.92604
H -2.25926 -1.35829 -1.88953
H 0.82267 0.91695 0.47116
H -3.47371 -1.36783 -0.62931
H 2.85834 3.25872 -0.04156

Computed properties:
Kohn-Sham gap = 9.433 eV
multiplicity = 1
net charge = 0
F_max = 2.08 eV/Å
SMILES string = CNC.CSS
LUMO = 0.754 eV

Mulliken population analysis, charges in e, atoms 1 to 8:
1. S -0.193
2. S -0.095
3. N -0.243
4. C -0.845
5. C -1.042
6. C -0.747
7. H 0.284
8. H 0.232

---

Entry 8:
Density functional theory data (ωB97M-V with the def2-TZVPD basis set) for the ion C3H9N4 with charge +1.

CARTESIAN COORDINATES (ANGSTROEM)
N 1.03853 -1.30575 0.60025
N 1.85217 0.30960 -0.79265
N -1.34620 -0.87926 0.03620
N -0.28176 -1.77863 0.98009
C 0.93435 -0.33676 -0.21917
C -0.54660 0.16140 -0.51829
C -0.70222 1.60984 0.04382
H -1.92602 -0.51852 0.71864
H -0.26650 -2.73956 0.60406
H -1.47561 2.20482 -0.55664
H -0.57602 0.03788 -1.62271
H 1.51497 1.23975 -1.21209
H -0.74658 1.63793 1.08895
H 0.22341 2.18329 -0.33186
H -0.47698 -2.01121 1.99650
H 2.78105 0.18519 -0.81509

Computed properties:
Kohn-Sham gap = 10.827 eV
multiplicity = 1
net charge = +1
F_max = 6.32 eV/Å
SMILES string = C[C@@H]1N[NH2+]N=C1N
LUMO = -3.635 eV

Mulliken population analysis, charges in e, atoms 1 to 8:
1. N -0.691
2. N -0.273
3. N -0.362
4. N -0.003
5. C 0.527
6. C 0.072
7. C -1.057
8. H 0.327